#A
A 40-piece molecular cluster, H80O40 overall, computed with the ωB97M-V functional and the def2-TZVPD basis.

Each line ends with the Löwdin charge.
Cartesian coordinates (Å):
H: -2.111 -0.981 4.792  -0.02
H: -1.566 -2.427 4.657  0.01
O: -1.450 -1.614 5.143  -0.07
H: 0.931 -1.263 -4.912  0.00
H: 2.204 -1.804 -3.872  -0.01
O: 1.754 -1.251 -4.456  -0.01
H: -2.336 -2.228 -1.581  -0.08
H: -3.099 -1.872 -0.409  0.00
O: -2.977 -2.630 -1.006  -0.08
H: 1.940 1.172 -3.383  0.04
H: 2.216 1.476 -1.901  0.01
O: 2.029 0.772 -2.517  -0.06
H: -2.699 1.024 -0.638  -0.03
H: -3.371 1.286 -1.914  0.00
O: -3.087 1.746 -1.100  -0.06
H: -1.069 -4.527 -1.371  0.05
O: -0.396 -3.871 -1.145  -0.07
H: 1.880 0.540 2.864  0.02
O: 2.643 0.980 2.332  -0.10
H: -1.720 3.064 3.496  0.01
H: -2.657 4.416 3.719  0.03
O: -2.177 3.675 4.074  -0.04
H: 5.777 -3.258 -0.745  0.03
H: 6.166 -1.686 -0.535  0.02
O: 6.062 -2.552 -0.172  -0.03
H: -1.072 3.455 -2.738  -0.01
H: 0.038 4.468 -2.337  0.04
O: -0.904 4.375 -2.524  -0.04
H: 4.501 3.011 2.452  0.03
H: 4.489 3.688 1.041  0.03
O: 4.353 3.837 1.983  -0.03
H: -4.155 1.848 -3.794  0.08
O: -3.935 0.928 -3.549  -0.05
H: -1.821 -0.481 0.578  0.05
H: -3.085 -0.369 1.437  0.02
O: -2.784 -0.388 0.597  0.02
H: 0.397 -0.662 3.140  0.03
H: 0.232 0.279 1.939  0.01
O: 0.357 0.284 2.898  -0.05
H: -3.984 0.443 4.728  0.06
H: -2.712 1.183 4.630  0.06
O: -3.121 0.353 4.320  -0.05
H: 4.505 -0.437 -2.439  0.00
H: 4.176 0.240 -3.846  0.01
O: 4.752 0.204 -3.099  -0.05
H: 2.969 -5.665 0.861  0.06
H: 1.643 -5.438 0.489  0.01
O: 2.524 -5.249 0.105  -0.07
H: -1.004 -4.970 -4.433  0.02
H: 0.156 -4.254 -3.640  0.01
O: -0.369 -5.042 -3.752  -0.02
H: 4.508 -1.261 2.435  0.07
O: 3.806 -1.674 1.921  -0.07
H: 0.723 2.514 5.066  0.02
H: 0.369 1.267 5.854  0.03
O: 0.901 2.071 5.904  -0.05
H: 2.101 -2.126 3.685  0.06
O: 1.482 -2.188 2.931  -0.11
H: -0.308 -2.978 2.570  0.00
H: -0.754 -3.374 1.338  0.05
O: -0.912 -3.673 2.264  -0.08
H: 3.326 1.550 0.424  0.02
H: 4.369 1.903 -0.611  0.07
O: 3.454 2.109 -0.366  -0.05
H: -1.834 3.425 0.648  0.04
H: -1.820 1.876 0.843  0.01
O: -1.370 2.698 1.041  -0.02
H: -5.695 -2.248 -2.452  0.05
H: -4.891 -1.021 -3.154  -0.02
O: -5.720 -1.478 -3.025  -0.04
H: -5.306 2.100 3.945  0.05
H: -3.894 1.980 3.313  -0.01
O: -4.824 1.838 3.164  -0.06
H: 1.660 -1.051 -0.408  0.04
H: 2.446 -2.428 -0.019  0.03
O: 2.471 -1.482 -0.175  -0.02
H: 2.643 -4.553 -2.407  0.07
H: 2.676 -3.723 -1.181  0.04
O: 2.199 -3.760 -2.070  -0.09
H: 4.333 -2.593 -3.262  0.02
H: 4.034 -2.746 -4.695  0.05
O: 4.556 -2.179 -4.108  -0.05
H: 2.805 4.337 -0.382  -0.03
H: 2.611 5.911 -0.273  0.03
O: 2.631 5.158 -0.848  -0.06
H: 3.896 -0.931 4.442  0.01
H: 3.238 0.397 4.306  0.01
O: 4.001 -0.024 4.753  -0.05
H: 0.603 0.136 -6.099  0.05
O: -0.337 0.178 -5.876  -0.03
H: -1.696 -1.447 -3.628  0.08
H: -2.849 -0.821 -2.843  0.03
O: -2.036 -1.330 -2.738  -0.01
H: 3.511 -1.071 1.198  0.03
H: 0.373 -4.293 -1.569  -0.01
H: 2.381 -2.078 2.429  0.03
H: 3.010 1.793 2.683  0.02
H: -4.847 0.816 -3.181  0.08
H: -0.170 0.196 -4.926  -0.01
O: -4.038 3.709 1.739  -0.06
H: -4.992 3.787 1.625  0.05
H: -3.771 3.565 0.832  0.00
O: -0.177 0.424 0.202  -0.05
H: 0.483 1.119 0.102  0.07
H: -0.616 0.392 -0.648  0.03
O: 1.316 3.800 1.144  -0.05
H: 0.434 3.723 1.516  0.01
H: 1.945 3.898 1.866  0.02
O: 0.226 -5.750 1.583  -0.08
H: 0.671 -5.689 2.433  0.05
H: -0.687 -5.437 1.791  0.05
O: -4.105 4.125 -2.108  -0.05
H: -3.432 4.203 -2.798  0.03
H: -3.582 3.923 -1.327  0.00
O: -5.852 2.188 -0.451  -0.04
H: -6.326 1.989 0.353  0.04
H: -6.254 2.675 -1.162  0.03
O: -0.439 1.366 -2.491  -0.04
H: -0.356 0.778 -3.228  0.01
H: -1.332 1.665 -2.298  0.01

The frontier orbital gap comes out at 9.8 eV.


#B
A 40-piece molecular cluster, H80O40 overall, computed with the ωB97M-V functional and the def2-TZVPD basis.

Each line ends with the Löwdin charge.
Cartesian coordinates (Å):
H: -4.595 -3.150 -3.427  0.04
H: -3.353 -3.010 -2.762  0.00
O: -3.679 -3.009 -3.669  -0.04
H: -1.659 -3.730 0.848  0.02
H: -1.015 -2.476 -0.041  -0.01
O: -1.420 -3.352 -0.001  -0.05
H: 1.620 -5.491 -0.354  0.02
H: 0.670 -6.215 0.403  0.03
O: 0.687 -5.803 -0.457  -0.07
H: -2.307 0.314 -2.376  0.03
H: -3.790 0.336 -1.962  0.06
O: -2.943 -0.080 -1.776  -0.04
H: 5.943 -0.025 0.372  0.01
H: 6.223 -1.323 -0.188  0.05
O: 5.971 -0.962 0.694  -0.10
H: 1.947 2.164 0.347  0.02
O: 1.791 1.235 0.335  -0.04
H: -0.128 2.576 3.252  0.03
O: -0.018 1.620 3.296  -0.09
H: -2.757 -0.923 -4.594  0.04
H: -2.225 0.160 -5.612  0.03
O: -2.148 -0.185 -4.752  -0.02
H: -2.194 -4.266 3.268  0.06
H: -0.594 -4.143 3.224  0.06
O: -1.422 -3.961 2.782  -0.04
H: 0.561 -0.747 0.519  0.03
H: -0.793 -0.256 -0.137  0.03
O: -0.269 -0.998 0.138  0.00
H: -5.963 -0.548 1.048  -0.02
H: -5.500 -0.715 2.549  -0.03
O: -6.100 -0.294 1.957  -0.04
H: 2.211 2.173 -3.004  0.01
O: 2.109 3.132 -3.061  -0.08
H: 1.907 -1.002 -4.561  0.04
H: 3.065 -1.379 -3.850  0.03
O: 2.859 -0.994 -4.720  -0.04
H: -2.501 -1.729 5.157  0.04
H: -1.532 -1.867 3.927  0.00
O: -1.977 -2.349 4.677  -0.08
H: -0.917 6.767 -0.209  0.02
H: -0.933 5.580 -1.342  0.00
O: -1.129 5.886 -0.442  -0.05
H: 1.528 4.894 0.591  0.07
H: 0.371 4.173 -0.026  0.00
O: 1.033 4.056 0.641  -0.04
H: -1.862 4.930 -3.371  0.06
H: -0.380 4.306 -3.332  0.01
O: -0.932 5.108 -3.205  -0.07
H: -2.117 2.272 0.784  0.01
H: -3.060 1.426 0.036  0.01
O: -2.187 1.752 0.008  -0.02
H: 3.099 -1.717 0.658  0.04
O: 3.158 -1.503 1.601  -0.07
H: -1.107 -2.395 -3.872  0.01
H: -0.279 -2.619 -2.475  0.01
O: -0.384 -2.162 -3.318  -0.04
H: -0.264 -1.579 2.434  0.04
O: -0.646 -0.931 3.010  -0.04
H: 3.436 3.256 -1.713  0.00
H: 4.913 3.594 -2.161  0.06
O: 4.352 3.340 -1.417  -0.06
H: 1.639 1.248 2.207  -0.02
H: 2.610 2.130 3.156  0.05
O: 2.340 1.263 2.840  -0.06
H: 2.596 -4.350 1.460  0.09
H: 2.555 -3.012 0.822  -0.01
O: 2.352 -3.933 0.593  -0.07
H: -2.535 5.073 2.459  0.06
H: -2.935 3.827 3.219  0.06
O: -2.263 4.534 3.209  -0.05
H: 2.162 0.461 -1.277  0.00
H: 1.632 -0.596 -2.245  0.02
O: 2.355 0.020 -2.118  -0.05
H: 2.080 -3.905 -1.970  0.02
H: 0.706 -3.717 -1.125  0.00
O: 1.280 -3.423 -1.839  -0.05
H: -0.237 0.252 -3.734  0.06
H: -0.086 1.369 -2.536  0.08
O: 0.214 1.070 -3.399  -0.04
H: 6.443 1.474 -1.630  0.07
H: 5.381 1.777 -0.610  0.01
O: 5.892 1.055 -0.954  -0.05
H: -3.518 -1.304 2.553  0.01
H: -3.829 -2.131 1.087  -0.01
O: -3.436 -1.452 1.604  -0.04
H: 2.844 -0.781 4.086  0.02
H: 2.910 -2.066 3.288  -0.01
O: 2.607 -1.724 4.148  -0.08
H: 3.852 0.345 -4.023  0.00
O: 4.426 0.995 -3.546  -0.08
H: -1.784 1.118 3.489  0.01
H: -2.668 0.390 2.392  0.00
O: -2.675 1.089 3.066  -0.07
H: 4.156 -1.506 1.619  0.08
H: 2.557 0.656 0.419  0.05
H: -0.290 -0.026 2.869  0.04
H: 0.032 1.536 4.260  0.09
H: 1.510 3.505 -3.753  0.04
H: 3.897 1.785 -3.650  -0.01
O: -4.535 -2.144 3.802  -0.05
H: -3.685 -2.476 4.142  0.01
H: -4.732 -2.638 3.020  0.03
O: -3.958 -3.589 -0.814  -0.07
H: -4.291 -3.830 0.067  0.06
H: -3.083 -3.216 -0.535  0.01
O: 0.017 3.190 -4.576  -0.08
H: -0.218 2.278 -4.288  0.02
H: 0.002 3.672 -5.382  0.07
O: -0.995 3.122 5.141  -0.08
H: -1.036 3.458 4.240  -0.03
H: -1.836 3.000 5.602  0.07
O: -5.400 -1.066 -0.944  -0.07
H: -4.982 -1.956 -0.948  0.01
H: -4.492 -0.745 -1.174  0.00
O: 4.440 -3.080 -2.365  -0.03
H: 4.331 -2.410 -1.679  0.02
H: 4.933 -3.805 -1.973  0.05
O: 0.733 4.303 3.869  -0.04
H: 1.393 4.241 4.553  0.07
H: 0.292 5.120 3.638  0.06

The frontier orbital gap comes out at 9.9 eV.


#C
A 40-piece molecular cluster, H80O40 overall, computed with the ωB97M-V functional and the def2-TZVPD basis.

Each line ends with the Löwdin charge.
Cartesian coordinates (Å):
H: -2.574 5.061 -1.851  0.07
H: -1.796 4.670 -2.995  0.04
O: -2.485 4.277 -2.446  -0.06
H: 3.338 0.197 -3.325  -0.02
H: 2.124 0.884 -3.015  0.00
O: 2.728 0.730 -3.818  -0.07
H: 1.630 -1.815 4.195  0.03
H: 0.210 -1.156 4.951  0.03
O: 0.916 -1.776 4.824  -0.04
H: -4.397 -1.420 4.251  0.02
H: -3.213 -1.923 3.397  0.03
O: -4.197 -2.086 3.603  -0.08
H: -0.743 -1.087 -3.172  0.16
H: -2.250 -1.907 -2.496  0.04
O: -1.362 -1.509 -2.353  -0.19
H: 4.274 2.433 2.395  0.02
O: 5.033 1.848 2.547  -0.07
H: 3.379 4.395 -3.102  0.00
O: 3.151 4.497 -4.032  -0.06
H: 2.450 -0.187 6.348  0.03
H: 2.999 -0.494 4.807  0.02
O: 2.595 0.115 5.467  -0.09
H: -2.622 -5.337 3.113  0.02
H: -2.165 -4.298 4.129  0.06
O: -1.833 -5.048 3.563  -0.06
H: -0.496 1.703 -5.456  0.00
H: 0.992 1.158 -5.267  0.10
O: 0.221 1.348 -5.981  -0.10
H: 0.612 5.583 3.968  0.03
H: -0.338 4.606 3.324  0.01
O: 0.306 5.277 3.118  -0.03
H: 3.891 -1.933 -5.250  0.06
O: 3.604 -2.335 -4.409  -0.05
H: -5.956 -2.126 0.539  0.01
H: -5.200 -2.099 1.907  -0.03
O: -5.475 -2.643 1.169  -0.06
H: 1.425 2.287 3.681  0.03
H: 1.313 2.062 2.131  0.01
O: 1.895 2.331 2.847  -0.05
H: 3.494 -1.582 -0.591  0.05
H: 3.666 -0.717 -1.777  0.03
O: 3.705 -0.679 -0.815  -0.02
H: 5.057 2.010 -1.434  0.11
H: 3.773 1.515 -0.914  -0.03
O: 4.083 2.297 -1.367  -0.05
H: -2.856 1.997 2.087  0.03
H: -4.193 1.869 1.280  0.05
O: -3.226 1.710 1.238  -0.06
H: 1.454 -0.076 -1.384  0.06
H: 2.254 1.165 -0.863  0.04
O: 1.649 0.843 -1.517  -0.03
H: -1.863 -5.731 1.050  0.08
O: -2.070 -4.792 0.797  -0.09
H: 0.449 -3.510 -1.834  0.06
H: 0.252 -1.784 -1.352  0.00
O: 0.588 -2.578 -1.714  -0.06
H: -0.040 -4.232 1.265  0.07
O: 0.408 -3.591 1.939  -0.08
H: -2.106 -1.530 0.086  0.11
H: -1.337 -2.814 -0.049  0.03
O: -1.332 -2.055 0.546  -0.11
H: -3.743 1.406 -2.854  0.01
H: -2.859 2.396 -3.468  0.02
O: -3.411 1.641 -3.722  -0.05
H: 2.504 -6.167 1.171  0.04
H: 2.776 -4.816 1.663  0.01
O: 2.273 -5.261 0.984  -0.04
H: 3.697 5.104 0.729  0.06
H: 2.884 4.764 2.074  0.01
O: 3.748 5.053 1.736  -0.10
H: 3.879 0.267 2.930  0.04
H: 2.323 0.592 3.518  0.04
O: 2.982 -0.042 3.139  -0.12
H: -0.768 -2.372 3.974  0.05
H: -1.311 -1.341 2.976  0.03
O: -1.567 -1.813 3.812  -0.10
H: -3.362 -3.826 -3.898  0.08
H: -4.132 -2.373 -3.552  0.09
O: -3.306 -2.893 -3.658  -0.04
H: -4.245 -0.842 -1.677  0.01
H: -4.128 0.542 -0.841  0.04
O: -4.746 -0.109 -1.308  -0.08
H: -1.819 0.570 -3.179  -0.02
H: -0.652 0.487 -4.111  0.06
O: -0.913 0.870 -3.179  -0.13
H: -2.008 -1.728 -4.636  0.00
H: -1.297 -0.961 -5.730  0.08
O: -1.857 -0.834 -4.942  -0.06
H: 0.067 2.731 -2.157  0.01
O: 0.758 3.137 -2.690  -0.07
H: -4.831 2.792 2.938  0.05
H: -5.037 1.195 3.113  0.04
O: -5.343 2.013 2.757  -0.02
H: -1.962 -4.082 1.463  0.02
H: 5.466 2.348 3.273  0.07
H: 1.302 -3.459 1.654  -0.01
H: 2.204 4.543 -4.090  0.00
H: 3.771 -3.274 -4.416  0.03
H: 1.388 2.403 -2.471  0.01
O: -0.760 1.670 3.521  -0.04
H: -0.519 0.751 3.664  0.02
H: -1.465 1.866 4.143  0.06
O: 2.095 5.096 -1.259  -0.07
H: 1.741 4.198 -1.046  0.03
H: 1.216 5.493 -1.322  0.05
O: -0.270 -0.154 1.746  -0.08
H: 0.398 -0.849 1.619  0.06
H: -0.858 -0.222 0.940  0.04
O: -0.098 2.867 1.010  -0.08
H: -0.205 2.305 0.178  0.06
H: -0.797 2.311 1.426  0.00
O: 3.959 -2.713 2.415  -0.07
H: 3.386 -1.981 2.139  0.00
H: 4.575 -2.109 2.902  0.06
O: 0.274 -3.261 -4.354  -0.03
H: 1.027 -2.890 -3.915  0.00
H: 0.573 -3.943 -4.948  0.04
O: -2.346 0.602 -0.858  -0.13
H: -2.011 -0.163 -1.423  0.03
H: -2.433 0.448 0.111  0.01

The frontier orbital gap comes out at 9.1 eV.


#D
A 40-piece molecular cluster, H80O40 overall, computed with the ωB97M-V functional and the def2-TZVPD basis.

Each line ends with the Löwdin charge.
Cartesian coordinates (Å):
H: 1.641 4.761 2.467  0.05
H: 2.382 3.308 2.099  0.01
O: 2.056 3.932 2.748  -0.05
H: 0.356 -3.161 4.901  0.04
H: -0.276 -1.823 4.973  0.00
O: 0.021 -2.532 5.560  -0.07
H: 0.331 2.796 3.917  0.03
H: -0.632 3.961 3.433  0.03
O: -0.470 3.045 3.454  -0.04
H: 3.824 0.919 1.445  -0.01
H: 3.022 1.076 2.833  0.04
O: 3.850 1.271 2.320  -0.07
H: 1.247 -0.350 -6.526  0.06
H: 2.353 -0.583 -5.627  0.01
O: 2.130 0.064 -6.323  -0.08
H: -1.350 -1.212 -0.367  -0.02
O: -0.600 -1.637 0.075  -0.12
H: -5.724 -1.835 2.129  0.05
O: -5.236 -1.070 2.480  -0.06
H: 3.761 2.587 -1.535  -0.01
H: 5.374 2.691 -1.875  0.02
O: 4.516 2.383 -2.053  -0.03
H: 2.230 2.069 -4.613  0.08
H: 1.577 3.312 -4.001  0.05
O: 1.423 2.363 -4.087  -0.08
H: 3.484 5.115 -1.674  0.08
H: 4.602 4.461 -0.711  0.08
O: 3.686 4.434 -1.018  -0.06
H: -1.982 -5.201 -0.434  0.03
H: -3.044 -5.829 0.486  0.08
O: -2.670 -4.951 0.198  -0.07
H: -6.159 2.289 -0.139  0.06
O: -5.307 2.000 -0.485  -0.05
H: 1.912 0.350 6.177  0.05
H: 1.979 -1.146 6.259  0.01
O: 2.189 -0.434 5.658  -0.07
H: 0.248 3.504 1.046  0.01
H: -1.014 3.827 -0.080  0.06
O: -0.459 4.105 0.725  -0.13
H: 0.815 5.680 -0.102  0.05
H: 2.281 5.504 -0.134  -0.03
O: 1.590 5.646 0.493  -0.06
H: -0.945 3.151 -2.971  0.05
H: -0.527 4.437 -3.637  0.03
O: -0.776 4.103 -2.776  -0.05
H: -1.925 -1.548 -2.415  -0.02
H: -2.177 -0.149 -1.691  0.02
O: -2.437 -1.064 -1.815  -0.04
H: 1.215 -3.259 -2.681  -0.04
H: 1.372 -1.656 -2.937  0.04
O: 1.107 -2.561 -3.267  -0.04
H: -4.271 -3.439 0.566  0.06
O: -5.050 -2.844 0.303  -0.07
H: -3.083 4.545 -0.306  0.07
H: -2.504 5.463 0.803  0.05
O: -2.990 4.641 0.695  -0.08
H: -4.578 3.211 1.416  0.02
O: -4.907 3.930 2.026  -0.11
H: -5.686 2.001 3.174  0.08
H: -4.823 0.607 3.212  0.02
O: -4.786 1.579 3.126  -0.08
H: -5.323 -1.818 -3.710  0.03
H: -3.900 -1.938 -3.497  0.02
O: -4.689 -2.509 -3.609  -0.04
H: 4.821 -1.478 -2.006  0.03
H: 3.601 -0.940 -1.220  -0.01
O: 4.562 -0.823 -1.291  -0.09
H: 3.395 -2.812 2.929  0.06
H: 3.760 -2.987 4.246  0.07
O: 3.319 -3.593 3.576  -0.12
H: 1.062 2.911 -1.683  0.07
H: 1.237 1.857 -0.577  -0.01
O: 1.241 2.789 -0.683  -0.05
H: 3.614 -4.194 -2.187  0.04
H: 2.408 -4.936 -2.849  0.06
O: 2.787 -4.686 -1.981  -0.06
H: 2.057 0.920 -3.087  0.03
H: 3.362 0.307 -2.988  0.07
O: 2.507 0.154 -3.506  -0.11
H: -0.961 -0.901 -4.675  0.05
H: -1.253 -2.351 -4.245  0.02
O: -1.562 -1.449 -4.185  -0.03
H: 1.040 -4.131 0.340  0.06
H: -0.195 -4.517 1.133  0.09
O: 0.032 -4.184 0.203  -0.13
H: 3.696 -1.455 -3.875  -0.02
H: 4.857 -2.311 -4.262  0.09
O: 4.302 -2.051 -3.510  -0.02
H: -3.483 1.291 -1.822  0.04
O: -2.696 1.723 -1.516  -0.02
H: -3.071 -3.560 -4.000  -0.04
H: -1.877 -4.142 -3.272  0.02
O: -2.553 -4.336 -3.919  -0.02
H: -4.550 -2.165 -0.158  0.02
H: -0.522 -2.565 -0.362  0.06
H: -4.879 3.255 2.708  -0.03
H: -5.280 -0.693 1.603  0.02
H: -4.771 2.668 -0.929  0.03
H: -2.630 1.908 -0.594  0.02
O: 2.154 -5.615 1.001  -0.06
H: 3.101 -5.409 1.019  0.05
H: 1.895 -5.668 1.926  0.05
O: -1.584 0.864 5.345  -0.04
H: -1.031 0.556 6.055  0.03
H: -0.976 1.179 4.639  0.03
O: 1.326 1.424 2.313  -0.05
H: 1.395 2.304 1.918  -0.01
H: 1.005 0.916 1.562  0.05
O: -1.642 -1.086 3.329  -0.02
H: -2.361 -1.677 3.187  0.04
H: -2.042 -0.424 3.878  0.01
O: -1.938 0.198 0.764  -0.05
H: -2.607 -0.220 0.270  -0.01
H: -1.726 0.027 1.704  0.05
O: 1.741 -0.420 -0.698  -0.02
H: 2.562 -0.102 -0.394  -0.01
H: 1.042 -0.750 -0.137  0.01
O: 5.563 -2.949 0.967  -0.05
H: 5.803 -2.062 0.601  0.05
H: 4.965 -3.372 0.385  -0.01

The frontier orbital gap comes out at 9.1 eV.


The structure with the most favorable energy is #B; the runner-up is 25.3 kcal/mol above it.